No. 1
Here is a molecular structure, C22H36CrN4O2PS from the OMol25 dataset. Energies are from ωB97M-V/def2-TZVPD.

Positions of all 67 atoms, in Å:
Cr  -0.230  0.866  0.246
S  1.037  8.253  1.163
P  0.342  -1.761  -0.021
O  -1.953  -0.096  0.417
O  -4.011  -0.844  0.719
N  -0.023  3.155  0.081
N  0.845  7.897  -1.431
N  1.934  1.241  0.489
N  -2.793  2.486  0.069
C  0.096  3.926  1.167
C  -0.555  -4.144  1.169
C  0.391  5.077  -1.271
C  -0.796  -2.145  2.473
C  2.635  -1.798  1.432
C  -0.439  -2.221  -1.674
C  2.433  -3.759  -0.060
C  2.140  -2.256  0.034
C  -1.870  -2.742  -1.466
C  0.515  5.885  -0.143
C  -3.812  1.446  0.183
C  0.798  7.373  -0.197
C  0.125  3.729  -1.112
C  0.339  -3.268  -2.476
C  -1.470  -4.260  3.385
C  -0.490  -0.930  -2.506
C  -3.242  0.061  0.478
C  0.365  5.276  1.101
C  -1.317  -2.888  3.520
C  -0.406  -2.762  1.288
C  2.901  -1.550  -1.111
C  -1.089  -4.887  2.208
H  -1.625  -2.393  4.431
H  0.499  5.436  -2.284
H  1.363  -2.965  -2.696
H  -4.550  1.660  0.957
H  0.360  -4.234  -1.972
H  3.043  -2.221  -1.957
H  -0.954  -1.140  -3.472
H  -2.451  -2.140  -0.774
H  -1.866  -3.767  -1.097
H  2.120  1.830  1.299
H  1.945  -4.313  0.741
H  -2.917  3.041  -0.768
H  2.075  -0.956  1.851
H  -2.370  -2.747  -2.437
H  2.149  -4.188  -1.017
H  -0.724  -1.069  2.571
H  0.604  7.390  -2.260
H  -0.264  -4.650  0.257
H  2.390  -0.668  -1.506
H  2.330  1.736  -0.308
H  -1.110  -0.168  -2.021
H  2.531  -2.604  2.157
H  -1.213  -5.955  2.096
H  -1.892  -4.839  4.195
H  0.011  3.093  -1.983
H  0.507  -0.526  -2.704
H  1.004  8.887  -1.520
H  2.477  0.391  0.612
H  -2.838  3.136  0.845
H  3.691  -1.523  1.389
H  0.457  5.868  2.000
H  -4.376  1.354  -0.747
H  3.511  -3.903  0.053
H  -0.046  3.446  2.129
H  3.897  -1.244  -0.784
H  -0.171  -3.414  -3.431

Lowest unoccupied orbital energy (spin up / spin down): -3.6 / -3.6 eV
Orbital gap (spin up / spin down): 7.55 / 7.70 eV
2S+1: 5
<S²>: 6.020
Energy: -81995.6691 eV
Charge: +1

=====

No. 2
Here is 2 unconnected molecules or ions with the total composition C2H4Cl2S from the OMol25 dataset. Energies are from ωB97M-V/def2-TZVPD.

Positions of all 9 atoms, in Å:
Cl  1.107  -0.548  1.860
Cl  2.032  -0.689  -1.000
S  0.609  2.297  0.115
C  -0.620  -0.643  -0.246
C  0.703  -0.182  0.197
H  -0.760  -1.728  -0.524
H  -0.790  2.258  0.331
H  -1.445  -0.566  0.471
H  -0.836  -0.200  -1.204

Lowest unoccupied orbital energy: -1.2 eV
Orbital gap: 8.13 eV
Energy: -38016.8960 eV
Energy above the lowest of the compared OMol25 structures with the same formula, charge and spin: 49.1 kcal/mol

=====

No. 3
Here is C23H26N4O6S in the gas phase from the OMol25 dataset. Energies are from ωB97M-V/def2-TZVPD.

Positions of all 60 atoms, in Å:
S  4.706  0.194  -1.376
O  4.082  -0.040  2.707
O  4.462  -0.992  -2.139
O  -3.981  -2.455  -0.620
O  5.666  1.150  -1.842
O  0.286  -1.877  0.090
O  -3.495  -4.645  -0.208
N  -4.969  4.828  0.264
N  5.205  -0.290  0.127
N  -0.396  3.055  -0.517
N  -1.465  -1.784  -1.343
C  -2.610  4.504  0.368
C  0.741  2.374  -0.726
C  -1.530  2.408  -0.394
C  -5.087  3.622  -0.264
C  0.770  0.952  -0.819
C  -1.602  0.995  -0.438
C  -0.458  0.265  -0.647
C  1.946  3.103  -0.854
C  4.585  1.100  2.047
C  1.998  0.308  -1.063
C  -0.495  -1.232  -0.581
C  3.139  1.049  -1.155
C  5.681  0.714  1.048
C  -4.013  2.781  -0.507
C  4.563  -1.418  0.762
C  -2.733  3.225  -0.177
C  -5.094  -2.403  0.252
C  3.524  -0.964  1.794
C  -2.741  -5.576  0.531
C  -1.823  -3.174  -1.227
C  3.128  2.445  -1.054
C  -3.755  5.255  0.567
C  -2.982  -3.340  -0.220
H  3.186  -1.811  2.391
H  -5.582  -3.377  0.321
H  4.985  1.749  2.828
H  -2.543  0.498  -0.252
H  4.106  -2.019  -0.023
H  -6.097  3.316  -0.506
H  -4.786  -2.079  1.253
H  -3.337  -6.485  0.563
H  4.066  2.969  -1.160
H  -2.153  -1.191  -1.779
H  3.766  1.622  1.525
H  -1.779  -5.789  0.055
H  1.896  4.178  -0.789
H  -2.624  -3.075  0.801
H  6.011  1.568  0.459
H  -5.780  -1.677  -0.178
H  -1.633  4.879  0.625
H  2.043  -0.764  -1.174
H  6.536  0.299  1.594
H  -4.176  1.816  -0.961
H  -0.945  -3.719  -0.879
H  5.339  -2.008  1.263
H  -3.703  6.249  0.991
H  -2.561  -5.217  1.551
H  -2.150  -3.554  -2.196
H  2.656  -0.515  1.292

Lowest unoccupied orbital energy: -0.9 eV
Orbital gap: 8.06 eV
Energy: -53353.0500 eV
Energy above the lowest of the compared OMol25 structures with the same formula, charge and spin: 51.0 kcal/mol
SMILES: COC(CNC(=O)c1cc(-c2ccncc2)nc2ccc(S(=O)(=O)N3CCOCC3)cc12)OC

=====

No. 4
Here is C16H21FN4O3 in the gas phase from the OMol25 dataset. Energies are from ωB97M-V/def2-TZVPD.

Positions of all 45 atoms, in Å:
F  6.480  -3.593  5.260
O  -0.116  -2.190  0.287
O  0.729  -0.469  -2.635
O  -2.456  4.336  0.367
N  -3.210  2.599  -1.811
N  1.925  -1.423  -0.474
N  -1.281  -1.314  -1.961
N  2.850  -1.739  0.456
C  -1.757  4.375  -0.860
C  -2.659  3.928  -2.017
C  5.895  -2.618  3.197
C  3.590  -2.679  2.492
C  -2.290  1.503  -2.061
C  5.531  -3.293  4.352
C  4.222  -3.669  4.600
C  2.553  -2.365  1.528
C  0.023  -1.064  -1.839
C  -3.055  0.278  -2.573
C  -2.955  3.041  0.626
C  0.595  -1.638  -0.535
C  3.255  -3.358  3.665
C  4.921  -2.313  2.271
C  -2.104  -0.824  -3.040
C  -3.864  2.554  -0.512
H  -2.107  3.951  -2.957
H  1.545  -2.690  1.776
H  -3.684  0.585  -3.408
H  -1.436  5.409  -0.992
H  -2.115  2.342  0.767
H  -3.705  -0.114  -1.789
H  3.979  -4.193  5.511
H  -1.585  1.815  -2.834
H  -2.675  -1.659  -3.458
H  -4.739  3.208  -0.568
H  2.308  -0.928  -1.280
H  6.927  -2.344  3.043
H  5.167  -1.789  1.362
H  2.228  -3.643  3.842
H  -4.202  1.537  -0.308
H  -1.704  1.221  -1.174
H  -3.504  4.620  -2.089
H  -0.868  3.727  -0.805
H  -1.718  -1.790  -1.180
H  -3.513  3.112  1.561
H  -1.422  -0.439  -3.802

Lowest unoccupied orbital energy: 0.0 eV
Orbital gap: 8.21 eV
Energy: -31752.6392 eV
SMILES: O=C(NCCCN1CCOCC1)C(=O)N/N=C/c1ccc(F)cc1

=====

No. 5
Here is a gas-phase ion, C2H6N3S2 (charge +1) from the OMol25 dataset. Energies are from ωB97M-V/def2-TZVPD.

Positions of all 13 atoms, in Å:
S  2.861  1.279  0.052
S  2.059  -1.647  0.144
N  -2.075  -0.207  -0.121
N  -2.579  1.052  0.245
N  0.370  0.407  -0.032
C  1.579  -0.005  0.075
C  -0.855  -0.673  -0.174
H  -3.493  1.195  -0.156
H  -0.545  -1.548  -0.619
H  3.966  0.630  -0.330
H  -2.721  -0.891  0.167
H  -1.865  1.773  0.342
H  3.298  -1.366  0.409

Lowest unoccupied orbital energy: -5.3 eV
Orbital gap: 8.29 eV
Energy: -28302.0842 eV
Energy above the lowest of the compared OMol25 structures with the same formula, charge and spin: 81.4 kcal/mol
Charge: +1

=====

No. 6
Here is a molecular structure, C23H43N3O5PtS2Si from the OMol25 dataset. Energies are from ωB97M-V/def2-TZVPD.

Positions of all 78 atoms, in Å:
Pt  -1.248  0.689  -1.603
S  1.186  0.388  -0.974
S  -1.244  0.487  -4.114
Si  0.602  0.647  1.013
O  -1.061  0.706  0.959
O  1.089  2.027  1.729
O  -1.073  2.861  -1.455
O  1.120  -0.552  2.014
O  -3.179  2.197  -1.496
N  0.041  -1.884  -4.160
N  1.345  0.040  -4.104
N  -1.881  -1.313  -1.473
C  2.432  -2.003  -4.031
C  0.101  -2.561  1.061
C  0.112  -0.545  -4.129
C  -2.046  1.134  1.941
C  -3.635  -3.231  -1.349
C  1.011  -4.081  -4.082
C  1.256  -1.974  1.868
C  -5.065  -2.693  -1.260
C  -1.739  0.489  3.288
C  -2.766  4.526  -1.125
C  2.293  3.984  2.247
C  2.350  2.467  2.254
C  2.500  -0.639  -4.007
C  -3.389  0.651  1.421
C  2.591  -2.279  1.198
C  -2.052  2.656  2.056
C  1.163  -2.592  -4.100
C  -2.323  3.110  -1.379
C  3.494  1.973  1.375
C  3.753  0.156  -3.856
C  -2.642  -2.158  -1.418
C  1.237  -2.533  3.282
C  2.501  1.942  3.679
H  0.161  -3.654  1.062
H  1.674  2.301  4.298
H  0.537  -4.375  -3.142
H  2.043  -2.088  3.871
H  4.626  -0.490  -3.887
H  -1.911  5.194  -1.078
H  3.516  0.877  1.359
H  1.970  -4.589  -4.168
H  2.742  -3.361  1.121
H  2.155  4.345  1.226
H  -5.205  -2.104  -0.354
H  3.718  0.674  -2.890
H  0.284  -2.303  3.765
H  2.486  0.851  3.678
H  -2.145  3.100  1.060
H  3.443  2.290  4.117
H  -2.896  2.979  2.671
H  1.372  -3.618  3.263
H  -1.742  -0.601  3.198
H  -5.763  -3.530  -1.240
H  -3.426  -0.445  1.436
H  -5.301  -2.066  -2.119
H  -0.758  0.801  3.655
H  -0.855  -2.263  1.505
H  -4.198  1.037  2.048
H  3.215  4.407  2.656
H  2.610  -1.841  0.198
H  3.407  -1.853  1.788
H  -3.509  -3.852  -2.236
H  3.329  -2.602  -3.968
H  1.342  1.041  -3.943
H  -3.446  4.838  -1.920
H  0.352  -4.393  -4.893
H  -1.125  3.015  2.500
H  4.451  2.337  1.758
H  -3.317  4.562  -0.185
H  1.450  4.325  2.852
H  0.127  -2.201  0.030
H  -3.546  0.994  0.396
H  -2.497  0.782  4.019
H  -3.398  -3.849  -0.483
H  3.359  2.327  0.349
H  3.832  0.908  -4.644

Lowest unoccupied orbital energy (spin up / spin down): -0.1 / -0.3 eV
Orbital gap (spin up / spin down): 6.58 / 7.15 eV
2S+1: 3
<S²>: 2.012
Energy: -72057.4196 eV
Energy above the lowest of the compared OMol25 structures with the same formula, charge and spin: 17.7 kcal/mol